A 17-piece molecular cluster, C10H54O17 overall at a distorted geometry, computed with wB97M-V/def2-TZVPD.

Geometry as XYZ:
```
81
Properties=species:S:1:pos:R:3:mulliken_charge:R:1
O -0.68738 -1.99125 2.97862 -0.69
H 3.05566 0.34855 2.07643 0.35
C -0.49599 -1.21407 -2.34602 -0.30
H -3.64463 4.66037 3.52439 0.39
H 0.05963 -7.05780 -0.66823 0.36
H 1.23077 3.19428 1.80232 0.26
H -0.07020 -5.49403 -1.42077 0.22
O 3.85035 0.81056 2.41896 -0.74
C -0.12921 -6.02196 -0.46196 -0.25
H -4.92783 3.38009 1.64952 0.24
C 4.73291 -0.14775 -2.68644 -0.18
H -2.81310 -3.03082 1.13737 0.45
H -4.46793 -1.90278 -0.01795 0.27
H 0.24909 5.58502 0.18049 0.21
H -1.21385 -1.94429 3.79229 0.26
H -2.05883 3.98179 2.93649 0.14
O 3.21569 3.58170 2.83823 -0.67
H 5.91153 -1.90482 -2.81967 0.27
H 2.87890 -0.21314 -2.04926 0.26
H -0.96852 3.62680 -0.27486 0.14
H -3.45829 2.93062 3.62037 0.31
O -3.57179 -2.22123 -0.01829 -0.72
H 3.52642 4.14542 2.16142 0.31
O -1.19987 -0.77425 -1.13118 -0.07
H -1.93992 -6.23273 -0.20971 0.27
H -0.85012 -0.03792 2.08782 0.33
H 5.41635 -1.27909 -4.38767 0.31
H 4.56671 0.77826 -3.20935 0.39
H 2.25394 -1.88585 1.20748 0.25
O -0.98388 0.57513 1.33899 -0.27
H 3.43021 2.64667 2.67191 0.40
H 1.92662 -5.48893 -0.43954 0.30
H -3.66901 4.35771 0.96119 0.26
H -1.16035 -3.11575 -1.97462 0.35
H 1.36969 -6.11158 1.18312 0.42
H 1.57883 1.55904 -0.00997 0.25
H -2.91533 1.74657 -2.19429 0.27
H 5.24487 0.09447 -1.76170 0.22
O -3.19293 2.42698 1.00215 -0.44
H 0.83129 -4.50292 0.71227 -0.08
O 1.73559 0.76573 -0.53917 -0.52
H -1.79340 1.11060 1.49510 0.16
H -1.85515 5.57322 -2.12101 0.26
O 4.24975 -2.01521 0.39313 -0.63
H -1.44556 6.03129 0.49078 0.20
H 6.72775 -0.50912 -3.42947 0.37
O -1.25510 -5.84305 0.32428 -0.52
O -1.46055 3.85345 -1.05568 -0.34
O 1.76506 -1.15669 1.68066 -0.54
O -2.33752 -3.55512 1.79878 -0.74
C 1.08934 -5.52538 0.30683 -0.77
C -0.20659 -2.64971 -2.16487 -1.02
O -5.71547 -0.54304 -1.41786 -0.65
H -4.88810 -0.07051 -1.48719 0.37
H 1.01040 -1.55950 2.15592 0.21
H -6.33968 0.12220 -1.10708 0.31
H 4.83652 -1.32140 0.73908 0.31
H 4.13442 0.32344 3.19747 0.31
H 0.28654 -0.47351 -2.52696 0.26
H -1.31146 -1.12949 -3.08394 0.26
H -1.31362 -2.56685 2.44292 0.43
C -3.18703 3.80153 2.99617 -1.01
C 5.74181 -0.98321 -3.39535 -1.21
H -0.28843 5.00601 -2.27458 0.27
H 0.27229 -3.14931 -3.01202 0.43
H 0.18000 2.13591 1.65430 0.27
H -0.38439 6.98479 -0.55087 0.40
H 0.36421 -2.83276 -1.24822 0.15
H -3.15372 2.44499 0.02841 0.19
O -3.20536 1.07963 -1.58501 -0.67
H -2.42995 0.47345 -1.45654 0.43
H -1.95401 -4.29515 1.38354 0.40
C -1.02494 5.14426 -1.46836 -0.26
H 1.82332 0.00084 0.06855 0.36
H 4.37912 -2.07299 -0.55925 0.27
C -3.81930 3.52865 1.59344 -0.18
H -2.90083 -1.67092 -0.45132 0.32
O 3.50637 -0.83096 -2.41313 -0.42
H -0.64530 -0.33927 -0.49188 -0.08
O 0.56740 2.88075 1.17942 -0.48
C -0.66493 5.97532 -0.28936 -0.93
```

Properties
**Kohn-Sham gap**: 10.431 eV
**Total charge**: 0
**Energy above the lowest of the compared OMol25 structures with the same formula, charge and spin**: 0.0 kJ/mol
**HOMO energy**: -10.0 eV


C53H46BBrF6N4O6P2Sc as an isolated structure at a distorted geometry, computed with wB97M-V/def2-TZVPD.

Geometry as XYZ:
```
120
Properties=species:S:1:pos:R:3:mulliken_charge:R:1
C -0.25755 2.55899 -6.31015 -0.77
C -4.83076 0.18587 5.36266 -0.68
H -6.36954 0.92333 4.06107 0.45
O -1.28894 -0.48694 -2.57581 0.79
C 1.76717 -3.43834 2.49667 -0.27
C 2.31459 -0.76279 -6.49258 -1.07
H -0.38506 2.84280 -2.94476 0.58
C -0.66022 -2.72956 -3.24424 -0.44
C -0.07483 2.47574 -3.91307 -0.60
F 3.14379 2.50622 2.74595 -0.34
C 0.57672 4.03198 0.13008 1.35
C -3.00387 2.43996 0.84878 -0.27
C -0.08130 3.98741 2.42014 -1.15
C -3.84187 -2.56007 1.72258 -1.22
H 8.25359 1.08023 0.33962 0.41
Sc 1.00545 -0.20924 1.54532 -1.64
C -4.33594 -3.76051 1.22831 -0.76
H -3.13954 -3.59527 -1.92932 0.37
H 0.20824 5.79518 1.29680 0.45
C 1.53143 -2.51667 -1.58177 0.16
H -4.92404 3.98857 -1.47076 0.39
C -3.10525 -1.71138 0.90164 0.46
C 0.81712 1.41597 -4.00110 -0.11
B 3.22187 -1.12528 0.92776 0.92
H 1.35337 2.78073 -1.74608 0.54
H -4.48883 -5.06395 -0.46642 0.39
C 0.22383 -3.79585 -3.12597 -1.30
O 3.77774 0.00200 0.33300 0.04
C 1.46102 -4.79182 2.52614 -0.88
H -1.90625 -0.62652 -4.55626 0.44
C -0.45225 -1.56184 -2.52801 0.73
O 1.98018 -0.17044 -5.25428 -0.30
H 1.78309 -0.14200 -3.17841 0.63
N 1.40082 0.75529 -2.91332 -0.03
H 6.84143 -2.53809 2.18188 0.51
H 2.96278 -1.60233 -6.25661 0.27
H -2.22717 -1.47133 -1.03630 -0.09
H -4.13219 -0.17394 -0.97546 0.46
H -1.50986 -2.81946 -3.90769 0.60
O 0.76387 -1.23387 4.58028 -0.58
N -0.28616 -0.56510 3.93814 0.81
H -0.33068 4.51132 3.33504 0.49
H -5.22020 1.64715 -2.18979 0.50
C 7.68666 -0.75042 1.28547 -0.55
H 1.42549 -1.12842 -7.01363 0.41
H -1.28588 -4.74134 0.53106 0.60
O 0.90021 4.64228 -1.05878 -0.23
C -0.60689 3.04417 -5.06536 -1.26
C -2.84416 -2.10825 -0.41329 0.29
F 3.20028 0.33853 5.10139 -0.43
H 0.87565 1.09603 -7.38921 0.45
H -4.98909 0.76911 2.04767 0.54
C -0.05616 2.60680 2.39180 -0.26
C -4.10095 -4.12742 -0.08647 -1.03
C -2.71007 -0.32409 4.30075 0.92
H 2.85049 -0.06282 -7.13866 0.38
F 2.27554 0.35261 2.99785 -0.32
H -3.13330 -0.59514 6.38788 0.47
C -1.35585 -0.81565 4.57164 -1.27
C 1.01124 -2.52767 1.75543 1.50
H -3.48583 4.49072 0.49307 0.49
N 1.02633 2.07638 -1.10131 0.31
C -3.34821 -3.29921 -0.90827 -0.37
C 0.23422 4.71412 1.27887 -0.50
P 3.23504 1.50449 3.98358 1.44
C 0.65217 -1.44593 -1.66028 -1.60
H -5.44039 0.23008 6.25537 0.41
C 1.14771 0.91038 -5.27108 1.32
C 0.37290 -5.25225 1.80266 -0.38
C 7.42993 0.42227 0.58316 -0.75
H -2.78366 0.49266 -3.49014 0.10
H -0.66417 3.00230 -7.20909 0.40
P -2.28943 -0.16458 1.48087 2.11
C -4.59201 1.87499 -1.33719 -0.66
C 5.39176 -1.26922 1.24097 0.97
O 4.20301 -1.92201 1.47281 -0.56
C -3.15882 1.11073 0.45165 0.21
F 4.52697 0.82090 3.35164 -0.28
H -3.06266 -1.25786 -3.35075 0.32
F 1.83415 2.02890 4.55246 -0.31
C 6.66268 -1.62848 1.62500 -1.13
C 1.02733 0.83025 -1.58099 -0.50
C -0.41945 -4.38617 1.07521 -0.55
C 1.32424 -3.68652 -2.29803 -0.75
H 2.61513 -3.09526 3.07692 0.51
C -0.07793 -3.04030 1.04462 0.40
H 8.70047 -0.98476 1.58102 0.42
C -4.42505 3.19018 -0.93621 -0.85
H 0.04198 -4.70112 -3.68996 0.44
H -4.03331 -2.29228 2.75323 0.37
H -0.33291 2.07313 3.29550 0.01
H 0.44857 6.66236 -0.82640 0.32
F 4.07276 2.49254 4.87671 -0.31
C 0.61795 1.48142 -6.41260 -0.55
C 6.14205 0.77393 0.19484 -1.08
H -1.30058 3.86997 -4.97664 0.44
Br -0.03471 -7.11176 1.79891 -0.23
H 2.02363 -4.50591 -2.19770 0.53
C -3.53177 -0.27433 5.43262 -1.19
C -3.23536 0.06235 3.05669 0.17
C -3.62631 3.46869 0.16325 -0.68
H 2.06404 -5.47913 3.10453 0.42
C -4.55924 0.49815 3.00163 -0.25
N 0.82514 -0.26406 -0.88246 1.30
C 0.31825 1.86545 1.25577 1.83
C 1.29965 5.99880 -0.99880 -1.10
H 2.04455 6.15480 -0.21499 0.43
H 5.93861 1.69543 -0.33326 0.53
H -4.89907 -4.41568 1.88080 0.42
C -3.96507 0.84223 -0.65150 -0.22
C -5.34761 0.57492 4.13674 -0.92
H -2.39658 2.66980 1.70802 0.38
H 1.49001 -0.59662 4.64394 0.33
C 0.62278 2.62873 0.13446 -0.93
C -2.31276 -0.48538 -3.55058 -1.30
H -1.25429 -1.41827 5.47383 0.44
C 5.13472 -0.09423 0.54487 0.18
H -0.70595 -2.38956 0.45012 -0.74
H 1.73871 6.22848 -1.96693 0.26
H 2.39661 -2.42417 -0.94038 0.07
```

Properties
**Kohn-Sham gap (spin up / spin down)**: 7.712 / 6.459 eV
**Total charge**: 0
**Spin multiplicity**: 2
**HOMO energy (spin up / spin down)**: -7.7 / -7.9 eV


C9H20GeN4S3SbTi as an isolated structure, computed with wB97M-V/def2-TZVPD.

Geometry as XYZ:
```
39
Properties=species:S:1:pos:R:3:mulliken_charge:R:1
N 1.99496 -2.61693 -2.44701 -0.52
C -0.54605 1.38820 -0.51822 -0.31
C 3.40211 -4.10614 0.64672 -1.34
H 2.16619 -5.27218 -2.38943 0.37
H 5.54420 -4.43920 -1.03976 0.41
H -1.10016 3.12681 -3.41022 0.34
S -2.22974 -1.37842 0.87302 -0.50
H 3.34775 -3.02797 0.47582 0.27
Ti -0.33539 -0.26358 0.27975 0.18
H -4.52509 2.64686 -0.75537 0.35
C 4.59142 -4.37164 -1.56760 -1.48
H -3.10701 -0.48559 -1.91463 0.31
C 0.73252 -2.88302 -0.69726 0.19
Ge -2.17685 1.85977 -1.43749 0.27
N 1.42003 -1.50432 -2.19558 -0.43
H 4.43649 -3.32942 -1.84852 0.31
H -2.78725 3.62118 -3.18712 0.33
C 3.46058 -4.87232 -0.67361 0.84
C 2.10585 -4.84545 -1.38828 -1.14
H -3.31173 3.24836 0.39044 0.34
H 2.53348 -4.38555 1.24799 0.21
H 0.13556 2.22090 -0.31522 0.31
N 1.57045 -3.49722 -1.51883 0.64
Sb -0.83823 -2.10538 2.82136 0.44
S 0.93917 -0.49374 2.16418 -0.57
H -3.83507 1.56261 0.47389 0.29
H 4.66683 -4.95983 -2.48480 0.37
H -1.52780 4.25673 -2.11870 0.36
H 4.30103 -4.29891 1.23379 0.44
H -2.06479 0.05302 -3.23840 0.30
H 3.64254 -5.92903 -0.45080 0.29
C -3.61735 2.38698 -0.20540 -1.04
H 1.36799 -5.39777 -0.80640 0.43
H -3.71982 0.67544 -3.10671 0.37
H 0.27006 -3.34575 0.18282 -0.12
C -2.83906 0.36913 -2.53741 -1.06
S -0.09861 -4.22449 2.26512 -0.72
N 0.62943 -1.63488 -1.10894 0.43
C -1.85836 3.37316 -2.66682 -1.16
```

Properties
**Kohn-Sham gap**: 7.187 eV
**Total charge**: -1
**HOMO energy**: -4.5 eV


Asked for total energy across the records above, the calculation gives -1692.48793; -7359.45445; -4935.29143 Eh in order.